Below is C49H51AsN8O3SSeY as an isolated structure, with properties calculated with ωB97M-V with the def2-TZVPD basis set.

The geometry in XYZ format:
```
115
Properties=species:S:1:pos:R:3:mulliken_charge:R:1
Y 0.80274 1.53942 0.73270 -0.38
C 1.33099 -0.04668 4.81002 -0.53
C 0.12782 -0.73950 4.67572 -0.58
C -0.89595 -0.16323 3.96044 -0.49
C -0.68300 1.06979 3.33865 1.03
N 0.53484 1.64779 3.30467 -0.45
C 1.48369 1.12164 4.10391 -0.73
N -1.81069 1.76502 2.89751 -0.42
C -1.82029 2.66377 1.99023 -0.35
N -0.82984 2.94637 1.06060 -0.18
C -1.26871 3.95670 0.24412 0.27
N -0.65670 4.54325 -0.72572 -0.60
C 0.69518 4.42323 -0.98448 0.33
C 1.16014 5.19553 -2.06402 -0.49
C 2.50364 5.32140 -2.30142 -0.61
C 3.40607 4.67666 -1.45158 -0.72
C 2.88968 3.88987 -0.45797 -0.46
N 1.56918 3.71403 -0.23067 -0.15
C -2.64234 4.33713 0.65034 0.16
C -3.50753 5.28702 0.14502 -0.18
C -4.73715 5.42537 0.77927 -0.65
C -5.06889 4.64562 1.88836 -0.78
C -4.18452 3.69767 2.39276 0.00
C -2.97453 3.55750 1.74094 0.39
H 2.13951 -0.43201 5.41521 0.46
H -0.00926 -1.69703 5.16038 0.47
H -1.88193 -0.60430 3.90944 0.55
H 2.41719 1.66744 4.14527 0.82
H 0.41882 5.71532 -2.65318 0.52
H 2.85931 5.93190 -3.12110 0.44
H 4.47550 4.77643 -1.56927 0.51
H 3.55751 3.34699 0.20041 0.52
H -3.23270 5.89520 -0.70610 0.57
H -5.44698 6.15629 0.41527 0.43
H -6.02760 4.79104 2.36854 0.44
H -4.42495 3.10183 3.26361 0.55
O 3.78301 -2.97617 4.19223 -0.69
S 3.93927 -2.62623 2.81300 1.24
O 4.61256 -3.51642 1.91685 -0.66
N 2.47960 -2.19958 2.18284 -0.34
C 2.44819 -0.93639 1.91762 -0.61
O 1.44248 -0.32345 1.40232 0.32
C 3.70262 -0.16615 2.20782 0.92
C 3.96303 1.18787 2.08646 0.51
C 5.21245 1.66841 2.45162 -1.32
C 6.18280 0.79479 2.94236 -0.79
C 5.91863 -0.56237 3.08853 -0.78
C 4.66725 -1.00933 2.71065 -0.22
H 3.21240 1.89964 1.74085 0.91
H 5.43619 2.72377 2.36561 0.53
H 7.15100 1.18415 3.22768 0.47
H 6.66240 -1.23983 3.48573 0.51
C -6.40150 -1.33723 2.14732 -1.29
C -4.94978 -1.70516 1.85580 -0.52
C -4.06810 -0.49449 1.56670 0.80
C -4.36591 0.21459 0.25420 -1.57
N -3.97594 -0.62125 -0.88284 0.66
C -2.71520 -0.78035 -1.32977 -0.12
Se -1.33889 0.43046 -1.06351 -0.09
N -2.69932 -1.78786 -2.22089 0.45
C -1.51264 -2.37615 -2.84496 -0.56
C -1.30368 -3.81375 -2.37740 -0.75
C -1.12715 -3.96637 -0.86834 -0.61
C 0.14755 -3.33450 -0.32194 -0.41
C -3.99979 -2.25230 -2.40449 0.64
C -4.52375 -3.21473 -3.25875 -0.70
C -5.89018 -3.41340 -3.20712 -0.93
C -6.70527 -2.67989 -2.33352 -0.74
C -6.18081 -1.71968 -1.48972 -0.67
C -4.80743 -1.52149 -1.54647 0.50
H -6.96000 -2.19343 2.52498 0.42
H -6.92779 -0.97936 1.26035 0.21
H -6.45673 -0.54822 2.90117 0.34
H -4.89760 -2.41863 1.02654 0.17
H -4.53680 -2.22936 2.72090 0.48
H -3.01344 -0.78235 1.55066 -0.33
H -4.16565 0.23273 2.37302 0.59
H -3.81954 1.15368 0.17335 0.10
H -5.42674 0.43550 0.13688 0.37
H -0.67745 -1.73237 -2.57659 -0.27
H -1.64043 -2.32979 -3.92759 0.41
H -0.42645 -4.20307 -2.90170 0.58
H -2.15001 -4.42135 -2.70463 0.43
H -1.13304 -5.03307 -0.63589 0.49
H -2.00289 -3.54882 -0.35768 0.08
H 1.02438 -3.70863 -0.85715 0.27
H 0.29285 -3.56627 0.73256 0.46
H 0.13496 -2.24576 -0.40823 -0.28
H -3.90165 -3.77264 -3.94444 0.44
H -6.34193 -4.14761 -3.85975 0.42
H -7.77113 -2.86180 -2.32676 0.43
H -6.81623 -1.14470 -0.83152 0.33
C 4.50978 0.93729 -1.38078 -1.51
As 2.59877 0.56654 -1.37124 1.78
C 2.13306 1.21784 -3.14033 -1.16
C 2.55627 -1.38071 -1.62529 0.91
C 3.77852 -1.93760 -2.28393 -0.75
C 4.79004 -2.50144 -1.51208 0.16
C 5.94764 -2.97744 -2.11232 -0.86
C 6.10656 -2.89789 -3.48879 -0.50
C 5.09577 -2.34728 -4.26623 -0.96
C 3.93734 -1.87491 -3.66697 0.03
H 4.94230 0.47502 -2.26781 0.63
H 4.97987 0.51409 -0.49469 0.19
H 4.67556 2.01077 -1.41104 0.36
H 2.92330 0.97758 -3.84961 0.51
H 1.99647 2.29899 -3.10304 0.22
H 1.19559 0.75709 -3.44937 0.32
H 1.65623 -1.55893 -2.21821 -0.26
H 2.38971 -1.82385 -0.64374 -0.39
H 4.66530 -2.59289 -0.43652 0.54
H 6.71928 -3.42658 -1.50074 0.47
H 7.00601 -3.27601 -3.95619 0.41
H 5.20367 -2.30018 -5.34221 0.41
H 3.14194 -1.46781 -4.28181 0.46
```

The charge is +1. The total energy is -7635.33412 Ha. The highest occupied orbital energy is -10.69 eV.